{"formula": "C56H128N2O4P3", "method": "wB97M-V/def2-TZVPD", "symbols": ["N", "O", "O", "O", "C", "C", "N", "C", "C", "C", "C", "C", "O", "C", "H", "H", "H", "H", "H", "H", "H", "H", "H", "H", "H", "H", "H", "H", "H", "H", "H", "H", "H", "H", "C", "C", "C", "C", "P", "C", "C", "C", "C", "C", "C", "C", "C", "C", "C", "C", "C", "H", "H", "H", "H", "H", "H", "H", "H", "H", "H", "H", "H", "H", "H", "H", "H", "H", "H", "H", "H", "H", "H", "H", "H", "H", "H", "H", "H", "H", "H", "H", "H", "H", "H", "H", "H", "C", "C", "C", "C", "P", "C", "C", "C", "C", "C", "C", "C", "C", "C", "C", "C", "C", "H", "H", "H", "H", "H", "H", "H", "H", "H", "H", "H", "H", "H", "H", "H", "H", "H", "H", "H", "H", "H", "H", "H", "H", "H", "H", "H", "H", "H", "H", "H", "H", "H", "H", "H", "H", "C", "C", "C", "C", "P", "C", "C", "C", "C", "C", "C", "C", "C", "C", "C", "C", "C", "H", "H", "H", "H", "H", "H", "H", "H", "H", "H", "H", "H", "H", "H", "H", "H", "H", "H", "H", "H", "H", "H", "H", "H", "H", "H", "H", "H", "H", "H", "H", "H", "H", "H", "H", "H"], "positions_angstrom": [[-0.33906, -0.10102, 1.65837], [0.42370, 0.13981, 2.59599], [-0.60284, -1.28706, 1.37587], [-0.73756, 0.83394, 0.91564], [2.69151, 2.03095, 3.15040], [1.73423, 2.91239, 3.91648], [1.30232, 4.16246, 3.08338], [0.66576, 3.77803, 1.80169], [0.32170, 4.94033, 3.91405], [-0.23230, 6.13853, 3.15789], [2.50432, 4.96513, 2.70028], [3.48459, 5.51867, 3.73184], [4.15860, 4.53866, 4.39394], [5.33125, 5.04678, 5.05501], [3.66203, 2.53073, 3.00212], [2.32771, 1.63631, 2.17674], [3.00607, 1.18619, 3.74660], [2.07191, 3.31040, 4.87361], [0.79270, 2.45128, 4.11749], [1.35881, 3.10494, 1.30397], [0.48489, 4.68983, 1.21150], [-0.29490, 3.34342, 1.99032], [0.93669, 5.24291, 4.79061], [-0.48004, 4.26385, 4.29306], [-0.59268, 6.81525, 3.88782], [-1.03815, 5.88066, 2.48042], [0.54718, 6.64340, 2.59486], [2.23434, 5.81154, 2.03186], [3.04320, 4.29200, 2.07028], [2.97252, 6.17208, 4.41279], [4.16070, 6.12161, 3.09373], [5.92616, 5.76061, 4.48427], [5.88595, 4.19185, 5.48289], [5.05149, 5.61411, 5.94115], [-3.96559, 0.57799, 4.17393], [-3.71911, -0.74601, 3.42002], [-4.19861, -0.83174, 1.99037], [-3.90432, 0.43344, 1.15187], [-4.10423, 0.24195, -0.65487], [-2.95599, 1.43387, -1.33280], [-3.09188, 2.84063, -0.85172], [-3.33812, 3.81950, -1.98213], [-3.35868, 5.28998, -1.72491], [-5.86149, 0.71153, -1.15055], [-6.99000, -0.11861, -0.50243], [-8.31396, 0.39962, -0.95183], [-8.65583, -0.00326, -2.35528], [-3.78921, -1.36599, -1.39935], [-2.32325, -1.88117, -1.49170], [-1.56485, -1.47121, -2.74637], [-0.11092, -2.06974, -2.78562], [-5.00078, 0.84618, 4.07242], [-3.39147, 1.39812, 3.69347], [-3.63940, 0.64778, 5.25216], [-4.22773, -1.55454, 3.97988], [-2.61682, -1.05858, 3.30691], [-5.31433, -0.92685, 1.89689], [-3.69752, -1.66572, 1.52604], [-2.85061, 0.72319, 1.25475], [-4.54372, 1.27619, 1.51660], [-3.11367, 1.32694, -2.38554], [-1.95166, 1.00087, -1.01635], [-2.23207, 3.10049, -0.29226], [-3.93152, 2.94249, -0.14141], [-4.23940, 3.47902, -2.56222], [-2.61287, 3.54409, -2.76037], [-3.50112, 5.88784, -2.59985], [-2.47283, 5.70349, -1.14558], [-4.16422, 5.49783, -1.00357], [-6.00140, 0.63664, -2.25918], [-5.97315, 1.74837, -0.91914], [-6.87288, -0.03048, 0.60538], [-6.81956, -1.16875, -0.68682], [-8.33841, 1.49750, -0.98049], [-9.03113, 0.11693, -0.17327], [-8.26257, 0.64620, -3.18359], [-9.72852, 0.03572, -2.49037], [-8.25446, -0.90812, -2.61056], [-3.98168, -0.99746, -2.46478], [-4.66050, -1.98827, -1.17490], [-2.26380, -2.94992, -1.30826], [-1.75551, -1.49761, -0.60022], [-1.43067, -0.39009, -2.83712], [-2.17900, -1.84123, -3.55382], [-0.14765, -3.17329, -2.64207], [0.54853, -1.68913, -2.03080], [0.30712, -1.77533, -3.72816], [3.26638, -2.17653, 1.24269], [2.42500, -3.27270, 1.98078], [2.48860, -2.90837, 3.42482], [1.76181, -3.92083, 4.32357], [0.02137, -3.77253, 4.62157], [-0.38301, -4.84740, 5.95004], [0.12898, -4.66561, 7.33726], [-0.17450, -5.87019, 8.21656], [0.05359, -5.57433, 9.72871], [-0.50407, -2.06714, 4.89374], [0.36867, -1.44099, 5.92060], [-0.01976, 0.00341, 6.33080], [0.57420, 0.43116, 7.65369], [-0.88830, -4.41846, 3.20773], [-2.46151, -4.37368, 3.24553], [-3.10290, -4.66081, 1.93873], [-4.63311, -4.43588, 1.88395], [4.27148, -2.12692, 1.66739], [2.82052, -1.21807, 1.25441], [3.45514, -2.53519, 0.20312], [2.86773, -4.28401, 1.91769], [1.35680, -3.35811, 1.69366], [2.14234, -1.85462, 3.68671], [3.54159, -2.94244, 3.78423], [2.11443, -3.91317, 5.36797], [1.94277, -5.00344, 4.11773], [-0.10268, -5.76058, 5.38954], [-1.46562, -4.74811, 5.88403], [-0.38761, -3.76346, 7.66550], [1.18254, -4.38555, 7.39249], [0.36171, -6.65935, 7.70284], [-1.20082, -6.17264, 8.16620], [-0.69491, -4.78063, 9.98789], [1.05820, -5.19545, 9.92425], [-0.15112, -6.46727, 10.31667], [-1.57956, -2.06313, 5.12497], [-0.45135, -1.55944, 3.95426], [1.44614, -1.40609, 5.57907], [0.32565, -2.03192, 6.83538], [-1.09550, 0.16119, 6.44766], [0.19731, 0.66406, 5.51499], [0.70038, 1.48993, 7.88521], [1.46222, -0.12625, 7.92921], [-0.20701, 0.15409, 8.44475], [-0.46520, -5.47681, 3.13324], [-0.58331, -3.74358, 2.43377], [-2.81884, -3.43829, 3.74751], [-2.80598, -5.09818, 3.99646], [-2.82996, -5.65350, 1.63421], [-2.49849, -3.97088, 1.29316], [-4.91047, -3.67118, 2.60705], [-5.24388, -5.33265, 2.05799], [-4.97682, -4.12664, 0.92457], [4.84819, -4.71098, -6.32588], [3.52193, -4.11871, -6.92792], [3.23017, -2.71168, -6.38390], [4.14973, -1.58365, -6.83715], [3.48181, 0.12555, -6.73961], [3.54994, 0.75706, -5.02308], [2.59383, 0.21253, -4.00324], [2.49872, 0.97061, -2.67479], [3.79544, 0.84832, -1.86177], [4.41630, 1.26045, -7.82306], [4.51807, 2.70871, -7.27552], [4.97838, 3.66789, -8.38005], [4.60256, 5.09861, -8.17868], [1.87206, 0.12708, -7.50332], [1.19336, 1.42154, -7.75390], [-0.27563, 1.23250, -8.19419], [-1.25671, 0.68484, -7.09968], [4.70948, -4.64503, -5.24491], [5.62530, -4.02538, -6.57070], [5.06665, -5.72431, -6.66883], [2.68347, -4.79617, -6.55194], [3.47813, -4.17564, -8.01860], [3.24685, -2.73034, -5.30063], [2.21963, -2.39633, -6.59229], [4.28612, -1.69493, -7.92559], [5.18815, -1.56676, -6.43597], [3.63390, 1.85269, -5.02775], [4.55799, 0.35425, -4.77298], [2.71581, -0.85361, -3.82503], [1.58574, 0.40345, -4.37650], [1.68029, 0.58575, -2.05082], [2.20890, 1.95816, -2.77084], [3.88259, -0.21581, -1.77163], [3.71063, 1.26564, -0.81108], [4.69886, 1.23862, -2.31659], [3.96566, 1.31757, -8.81385], [5.42182, 0.88723, -7.95455], [5.17390, 2.80619, -6.44594], [3.53133, 3.08616, -6.96377], [4.68926, 3.24401, -9.31773], [6.02366, 3.61902, -8.37216], [5.29232, 5.66889, -8.76845], [4.72821, 5.34785, -7.13304], [3.60578, 5.30118, -8.55610], [1.16644, -0.50886, -6.98639], [2.21734, -0.29643, -8.46798], [1.64754, 1.91358, -8.65508], [1.30173, 2.16591, -6.96717], [-0.37966, 0.68973, -9.15388], [-0.67772, 2.24229, -8.37870], [-1.54274, 1.46285, -6.34539], [-0.70683, -0.08017, -6.54524], [-2.22371, 0.29535, -7.52007]], "forces_ev_per_angstrom": [[0.9152, -0.2695, -1.0881], [-0.0048, 0.3829, 0.8057], [-0.6358, 0.0052, 0.1410], [-0.2512, -0.1093, 0.2648], [1.1170, 0.1358, -0.4259], [-0.4061, 0.8015, -0.9157], [0.0188, -0.1158, 0.6242], [0.2007, 0.4293, -0.3277], [0.4965, 0.1733, 0.7232], [0.3918, -0.6730, -0.0870], [0.5538, 0.7370, -0.4743], [-0.8636, 0.4980, -1.3126], [1.4886, -0.7800, 0.5102], [-0.2790, -0.3947, 1.3784], [-0.4412, 0.0868, -0.0767], [-0.0089, 0.2815, 0.9237], [-0.4334, -0.4085, 0.3153], [0.5201, -0.0779, -0.2808], [-0.6187, -0.7301, -0.0730], [-0.4666, 0.0162, -0.2371], [0.3397, -0.4012, 0.1597], [-0.3187, -0.7025, 0.1312], [-0.6634, 0.0428, -0.4286], [0.6668, 0.3308, -0.4894], [-0.5316, 0.8211, 0.5944], [-0.1314, -0.0693, -0.0199], [-0.0542, 0.1577, 0.0347], [-0.2362, -0.6275, 0.6159], [0.5399, -0.3804, -0.4537], [-0.2643, 0.7447, 0.5213], [-0.1237, 0.0211, 0.3585], [0.0835, -0.5315, -0.5992], [-0.0688, 0.3876, -0.8236], [-0.4225, 0.1821, 0.1624], [1.5266, 0.5061, -0.1951], [1.3158, -0.7962, 0.7877], [-1.6670, 1.2186, -0.9605], [-0.0095, -0.0571, 0.3419], [-1.5221, 0.7922, 0.6733], [1.1718, -1.7335, 0.5659], [-1.7625, 1.0646, 0.5721], [0.0822, -1.4945, -2.2548], [0.3734, 0.6469, 2.5427], [0.8400, -1.3640, -0.7867], [1.8678, 0.9517, 1.5668], [-0.4302, 0.8306, 0.2972], [-0.9339, 2.3075, -0.9862], [0.1842, 1.1764, -2.2229], [0.5851, 0.7676, 2.5020], [0.9253, -0.5889, 0.6510], [-1.7770, -0.7078, 0.0561], [-0.6149, 0.1296, 0.2781], [-0.2668, -0.3559, 0.0825], [-0.5273, -0.6526, -1.0918], [0.3574, 0.2052, -0.1865], [-1.3459, 0.7938, 0.7481], [0.8863, -0.5133, 0.3894], [-0.1026, -0.5219, -0.2185], [-0.1210, 0.0644, 0.0258], [0.4809, -0.5407, -0.5211], [0.3147, 0.1549, -0.9539], [-1.0218, 0.4663, -0.6510], [1.0386, 0.3897, 0.5531], [0.1885, -0.0442, -0.0444], [0.1256, 0.5240, 0.8732], [0.5061, 0.4375, 0.1287], [-0.1054, 0.2397, -0.5307], [-0.5452, -0.7573, -0.9690], [-0.1434, 0.1380, -0.4284], [0.5767, 0.0049, 0.6991], [-0.0671, 0.8232, 0.3572], [-0.2563, 0.0952, -0.6295], [-0.3096, -0.4641, -0.3893], [0.2600, -0.0780, 0.5939], [-0.3129, -0.1875, -0.5978], [-0.1422, 0.0165, 1.0586], [-0.2310, -0.3670, -0.1759], [0.5379, -2.8500, -0.4568], [-0.2535, -0.6192, 0.9056], [0.5779, -0.4520, 0.1688], [-0.2810, -0.2912, -0.4393], [-0.4362, -0.1554, -0.6028], [-0.4475, 0.0041, 0.0423], [0.2078, 0.0192, -0.8079], [0.1314, 0.6805, -0.4447], [0.0654, 0.4389, 0.7010], [0.3822, -0.3109, -0.6607], [0.3476, -2.8463, -1.2215], [0.3151, 0.7757, -0.1258], [0.2405, 0.4205, 2.3007], [0.3926, -0.6199, 0.9970], [-0.8940, 0.9801, -0.8955], [-0.1976, -0.4676, -1.4904], [-0.4561, 0.7963, 0.6247], [0.3870, 0.6732, 0.5063], [-0.3863, 0.2886, -1.0578], [-0.3847, -0.7715, -0.3420], [0.9553, 1.4280, 1.2393], [-0.5021, 0.0520, -0.3270], [-1.4188, -0.6323, 2.1216], [-0.6913, -1.0302, 0.6943], [0.5027, -0.2687, 3.1421], [0.3320, 1.2686, -1.1505], [0.4910, -0.4457, 0.5817], [-0.1527, 0.0639, 0.2807], [-0.6440, 0.9431, 0.0114], [-0.3290, 0.6164, 0.4584], [-0.0523, 0.4790, -0.4483], [0.7137, 0.3408, -0.3945], [0.1836, -1.2433, -0.7156], [-0.4736, 0.1176, -0.4153], [0.2940, 0.4993, -0.1488], [-0.0862, 0.6929, -0.5405], [-0.2043, -0.4104, 0.9182], [-0.3413, -0.5584, 0.4341], [-0.1061, -0.0175, 0.5969], [0.1685, -0.3304, -0.1295], [0.5186, -0.6619, 0.7580], [-0.8311, 0.0518, -0.4764], [0.7105, -0.6728, 0.0312], [-0.0680, -0.1066, 0.1235], [0.1109, 0.1341, 0.1128], [0.2807, -0.1519, 0.3813], [0.3165, 0.4011, -0.8578], [-1.0944, -0.1474, 0.4111], [0.2479, -0.0705, 0.0701], [-0.1983, -0.6278, -0.2186], [0.5977, 0.4315, -0.5874], [0.2492, 0.0473, -0.7010], [0.3627, 0.1226, -0.0824], [1.1558, 0.0726, -0.8018], [-0.6764, 1.3057, -0.5878], [0.4624, 0.0026, -0.9841], [0.3953, -0.2309, -0.9562], [0.1297, -0.2549, -0.1087], [0.0375, -0.5827, -0.2704], [-1.0585, -0.4035, -0.3676], [-0.1795, 0.0231, 0.0429], [0.5082, 0.0820, 0.4143], [0.0142, 0.5114, -0.9150], [-1.7763, 0.8049, -0.2628], [-0.4899, -1.3780, 1.1138], [0.0569, 0.1158, 0.5427], [0.7103, 0.6045, -1.0369], [0.0284, 0.2900, 0.3765], [1.9548, -0.4585, -0.2546], [-2.1161, 0.7746, 0.2295], [1.4266, -1.4457, 1.1116], [-0.8382, 0.2662, 1.1886], [0.4474, 0.6165, 0.9317], [-1.5175, 0.3395, -1.1115], [-0.2714, -1.0978, 0.7432], [-0.2409, -0.1723, -0.3517], [0.5788, -0.9296, -0.1670], [-0.4485, 1.5817, -2.0739], [-1.4941, 0.9739, 0.6937], [0.1311, 0.2158, -0.0782], [0.2465, -0.4597, 0.0413], [1.0466, 0.2069, -0.2955], [-0.0322, 0.2557, 0.1398], [0.8698, 0.9285, -0.5858], [0.1653, 0.2022, 0.0654], [0.1388, -0.2706, 0.4320], [-0.4992, -0.2046, -0.4343], [0.0941, 0.0642, 0.0591], [-0.7160, -0.1360, 0.0309], [-0.2215, -0.3466, -0.0352], [-0.1642, 0.6179, 0.0863], [0.0615, -0.0636, -0.0687], [-0.2599, -0.6327, -0.4705], [0.1673, -0.4924, -0.3005], [-0.3611, 2.3018, -0.8713], [0.6861, -0.7242, 0.4293], [0.0522, -0.3596, -1.2437], [-0.0147, 0.1984, -0.2253], [-0.2350, -0.3710, 0.0838], [0.3580, -0.2954, -0.0898], [0.5796, -0.1781, 0.8670], [0.0644, -0.3574, 0.1131], [-0.4393, 0.1179, -0.8705], [1.8158, -0.1567, -0.1885], [0.2381, 0.7106, -0.1736], [-0.1827, 0.3796, 0.1991], [-0.2583, 0.1872, 0.3260], [0.1751, -0.6532, 0.0118], [-0.8488, -0.3141, 0.1962], [-0.0400, -0.2804, 0.8255], [-0.2526, -0.1608, 0.3743], [0.3126, 0.0341, 0.6334], [0.3718, -0.2402, -0.3991], [0.4060, -0.4226, -0.7263], [-0.5891, -0.3737, 0.1061], [1.1450, 0.1698, 0.3222]], "lowdin_charge": [-0.5716, -0.0310, -0.0412, -0.0705, -0.0646, -0.1153, -0.2723, 0.0027, -0.1524, -0.0457, -0.1057, -0.2354, -0.1861, -0.0503, 0.0822, 0.0723, 0.0877, 0.1334, 0.0949, 0.0961, 0.1115, 0.0996, 0.1385, 0.1500, 0.0821, 0.0837, 0.0781, 0.1412, 0.1183, 0.1270, 0.1485, 0.0961, 0.1071, 0.0896, -0.0870, -0.2638, -0.2538, -0.2580, 1.0291, -0.2966, -0.2576, -0.2893, -0.1036, -0.2324, -0.2606, -0.2709, -0.1013, -0.2387, -0.2414, -0.2410, -0.0741, 0.0690, 0.0678, 0.0871, 0.1066, 0.1012, 0.1173, 0.0808, 0.0655, 0.1150, 0.0856, 0.1006, 0.0947, 0.1110, 0.1280, 0.1082, 0.0693, 0.0923, 0.0815, 0.1118, 0.0807, 0.1091, 0.1025, 0.1197, 0.1229, 0.0962, 0.0849, 0.0404, 0.1116, 0.0913, 0.1107, 0.0874, 0.0905, 0.1055, 0.0921, 0.0531, 0.0389, -0.0819, -0.2443, -0.2666, -0.2658, 0.9517, -0.2899, -0.2629, -0.2470, -0.0793, -0.2636, -0.2395, -0.2525, -0.1053, -0.2370, -0.2554, -0.2530, -0.0712, 0.0771, 0.0396, 0.0776, 0.1232, 0.0937, 0.1128, 0.1299, 0.0964, 0.1282, 0.1178, 0.1075, 0.1066, 0.1176, 0.1105, 0.1021, 0.0907, 0.0715, 0.0741, 0.1066, 0.0518, 0.1277, 0.0913, 0.1035, 0.0714, 0.0698, 0.0695, 0.1036, 0.1349, 0.0532, 0.0956, 0.1154, 0.1104, 0.1056, 0.0596, 0.0871, 0.0486, -0.0802, -0.2319, -0.2645, -0.2565, 1.0277, -0.2566, -0.2562, -0.2502, -0.0880, -0.2375, -0.2461, -0.2710, -0.0869, -0.3046, -0.2595, -0.2340, -0.0994, 0.0732, 0.0476, 0.0829, 0.1280, 0.1071, 0.0980, 0.0859, 0.1088, 0.1150, 0.0990, 0.1124, 0.1055, 0.1022, 0.1029, 0.0796, 0.0571, 0.0871, 0.0696, 0.0982, 0.1047, 0.1026, 0.1006, 0.1041, 0.0981, 0.0777, 0.0817, 0.0819, 0.0757, 0.1254, 0.1281, 0.1118, 0.1226, 0.1096, 0.0768, 0.0357, 0.0910], "lumo_energy_ev": -5.01, "homo_lumo_gap_ev": 9.693, "total_charge": 3, "largest_force_ev_per_a": 3.2}